A structure of composition C28H55BeF6N3O9S5 at a distorted geometry, computed with ωB97M-V with the def2-TZVPD basis set.

The orbital gap (spin up / spin down) is 3.3 / 5.6 eV. The value obtained for the molar mass is 861.10 u. For the HOMO energy (spin up / spin down), the calculation gives -1.8 / -4.2 eV.

Geometry as ORCA input:
```
! RIJCOSX wB97M-V def2-TZVPD def2/J DEFGRID3
* xyz -1 2
Be 1.930 0.196 -2.761
C 4.605 1.645 -4.004
O 4.702 0.836 -2.863
O 3.334 1.428 -4.571
C 5.106 3.178 -3.707
F 4.453 3.673 -2.623
F 6.395 3.202 -3.376
F 4.891 3.981 -4.772
C 5.942 0.320 -2.296
C 5.725 0.143 -0.804
H 6.612 -0.285 -0.337
H 5.636 1.181 -0.482
H 4.791 -0.380 -0.601
H 6.779 0.946 -2.604
H 6.060 -0.693 -2.682
H 5.362 1.167 -4.625
C 0.896 -1.813 -0.258
O -0.071 -1.330 -1.118
O 2.130 -1.417 -0.782
C 0.507 -1.260 1.257
F -0.541 -1.696 1.871
F 1.420 -1.443 2.206
F 0.371 0.090 1.172
C -1.176 -2.149 -1.453
C -1.988 -1.322 -2.478
H -1.272 -1.310 -3.300
H -2.878 -1.747 -2.941
H -2.120 -0.280 -2.186
H -1.732 -2.390 -0.547
H -0.878 -3.040 -2.005
H 0.907 -2.902 -0.296
C -0.534 2.045 -6.579
S 0.132 0.414 -6.022
O 0.420 0.590 -4.537
C -1.402 -0.706 -6.306
H -1.190 2.016 -7.448
H 0.236 2.790 -6.784
H -1.112 2.378 -5.717
H -2.313 -0.221 -5.955
H -1.498 -1.623 -5.724
H -1.445 -1.118 -7.314
C 2.249 1.901 5.447
S 1.298 3.323 4.651
O 2.259 3.657 3.465
C -0.040 2.384 3.716
H 3.175 1.749 4.893
H 1.558 1.079 5.631
H 2.607 2.403 6.346
H -0.913 3.032 3.637
H -0.603 1.568 4.171
H 0.358 2.063 2.753
C 3.981 3.585 0.714
S 2.807 2.145 0.845
O 2.721 1.719 -0.616
C 3.796 0.971 1.853
H 3.647 4.368 0.034
H 4.896 3.077 0.410
H 3.991 3.952 1.741
H 3.395 -0.042 1.833
H 3.928 1.359 2.862
H 4.850 0.916 1.581
C -5.987 -0.014 -2.902
S -4.718 1.342 -3.228
O -4.389 1.316 -4.681
C -5.977 2.737 -2.922
H -6.368 -0.150 -1.890
H -5.595 -0.882 -3.433
H -6.878 0.344 -3.419
H -5.383 3.650 -2.967
H -6.253 2.552 -1.883
H -6.763 2.752 -3.676
C -4.257 -6.556 0.461
S -3.361 -5.112 -0.321
O -1.877 -5.149 -0.045
C -4.242 -3.646 0.419
H -3.888 -6.828 1.449
H -4.231 -7.408 -0.219
H -5.326 -6.379 0.583
H -4.089 -2.818 -0.273
H -3.760 -3.317 1.340
H -5.205 -4.018 0.767
C -2.196 -1.004 4.566
C -1.033 -1.345 5.374
N -0.025 -1.585 5.953
H -2.166 -0.986 3.476
H -2.509 -0.036 4.957
H -2.911 -1.811 4.724
N -5.949 0.865 1.796
C -5.157 0.000 1.056
C -4.348 0.782 0.258
C -4.464 2.100 0.743
C -5.633 2.170 1.580
H -6.610 0.518 2.476
H -5.212 -1.078 1.095
H -3.554 0.474 -0.406
H -3.829 2.931 0.474
H -6.145 2.974 2.086
N 3.211 -1.660 4.347
C 4.338 -2.124 3.751
C 5.439 -1.720 4.434
C 4.992 -1.098 5.586
C 3.678 -1.060 5.463
H 2.272 -1.813 4.007
H 4.291 -2.640 2.803
H 6.453 -2.005 4.196
H 5.645 -0.838 6.407
H 2.816 -0.729 6.023
*
```